The ion C5H13N2 with charge +1 at a distorted geometry, computed with ωB97M-V/def2-TZVPD.

Properties
2S+1: 1
LUMO energy: -3.37 eV
F_max: 0.1133 Eh/bohr
charge: +1
energy above the lowest of the compared OMol25 structures with the same formula, charge and spin: 102.98 kcal per mole

```
20
Properties=species:S:1:pos:R:3:mulliken_charge:R:1
C -0.293 1.553 -1.047 -1.06
C -0.665 0.993 0.343 -0.13
N 0.479 0.886 1.348 -0.47
C -1.316 -0.384 0.443 -0.74
C -0.755 -1.551 -0.461 -0.40
C 0.499 -1.266 -0.903 -0.43
N 1.608 -1.388 -0.063 -0.59
H 0.296 2.415 -0.682 0.37
H -1.218 1.879 -1.670 0.33
H 0.365 0.891 -1.644 0.30
H -1.147 1.845 0.755 0.56
H 1.266 0.083 1.214 0.37
H 0.981 1.839 1.300 0.41
H 0.199 0.698 2.435 0.41
H -2.374 -0.259 0.113 0.38
H -1.323 -0.690 1.572 0.33
H -1.491 -2.065 -1.016 0.37
H 0.866 -1.746 -1.828 0.42
H 2.466 -1.395 -0.603 0.30
H 1.558 -2.337 0.391 0.27
```

***

A structure of composition C53H47F10N6O3PTeV at a distorted geometry, computed with ωB97M-V/def2-TZVPD.

Properties
2S+1: 3
LUMO energy (alpha / beta): 1.88 / 1.88 eV
F_max: 0.1331 Eh/bohr
charge: -1
energy above the lowest of the compared OMol25 structures with the same formula, charge and spin: 0.00 kcal per mole

```
122
Properties=species:S:1:pos:R:3:mulliken_charge:R:1
V -0.142 0.457 -1.538 0.65
C 1.984 -0.605 4.179 -1.15
N 2.169 -0.041 2.873 0.28
C 1.223 0.095 1.895 -0.79
N 1.716 0.684 0.831 0.45
C 3.038 0.906 1.084 0.27
C 3.329 0.488 2.378 1.14
C 4.531 0.671 3.180 -0.54
C 5.116 1.937 3.234 0.07
C 6.256 2.153 3.981 -0.85
C 6.826 1.112 4.701 -0.37
C 6.252 -0.147 4.656 -0.88
C 5.114 -0.370 3.901 -0.02
C 4.016 1.392 0.113 -0.31
C 3.642 2.157 -0.987 0.65
C 4.587 2.645 -1.869 -0.73
C 5.930 2.379 -1.669 -0.85
C 6.312 1.577 -0.608 -0.95
C 5.367 1.077 0.266 -0.30
P -0.444 -0.553 2.223 -0.86
C -0.592 -1.846 0.954 -0.81
N -0.383 -1.787 -0.345 1.00
C -0.672 -3.014 -0.836 -1.17
C -1.070 -3.846 0.201 0.78
N -1.016 -3.087 1.334 0.36
C -1.306 -3.533 2.667 -1.21
C -1.380 -5.269 0.161 -0.19
C -2.504 -5.808 0.785 -0.23
C -2.753 -7.168 0.715 -0.81
C -1.888 -8.003 0.032 -0.42
C -0.770 -7.475 -0.594 -0.84
C -0.516 -6.120 -0.530 -0.05
C -0.622 -3.440 -2.233 0.67
C 0.521 -3.253 -3.001 -1.05
C 0.581 -3.746 -4.294 -0.31
C -0.502 -4.425 -4.823 -0.66
C -1.653 -4.587 -4.070 -0.83
C -1.718 -4.100 -2.780 -0.45
C -1.481 0.727 1.461 -1.18
N -1.271 1.478 0.398 1.28
C -2.306 2.363 0.340 -1.63
C -3.148 2.146 1.419 0.87
N -2.610 1.110 2.120 0.41
C -3.191 0.466 3.263 -0.82
C -4.383 2.837 1.764 -0.14
C -4.598 3.347 3.042 -0.20
C -5.762 4.039 3.324 -0.81
C -6.715 4.229 2.339 -0.43
C -6.502 3.725 1.065 -0.88
C -5.344 3.032 0.774 0.04
C -2.490 3.454 -0.621 0.61
C -2.755 4.735 -0.132 0.01
C -2.964 5.789 -1.002 -0.94
C -2.910 5.577 -2.370 -0.64
C -2.660 4.308 -2.860 -1.19
C -2.459 3.246 -1.995 -0.04
H 0.964 -0.422 4.518 0.39
H 2.679 -0.141 4.880 0.48
H 2.159 -1.683 4.166 0.26
H 4.671 2.743 2.670 0.43
H 6.707 3.134 4.000 0.42
H 7.719 1.282 5.284 0.39
H 6.701 -0.965 5.201 0.38
H 4.695 -1.363 3.841 0.47
H 2.597 2.326 -1.173 -0.07
H 4.271 3.231 -2.719 0.49
H 6.671 2.769 -2.352 0.38
H 7.353 1.327 -0.463 0.41
H 5.683 0.406 1.048 0.62
H -1.064 -4.593 2.754 0.50
H -2.364 -3.394 2.905 0.28
H -0.704 -2.967 3.381 0.35
H -3.201 -5.163 1.300 0.44
H -3.633 -7.575 1.194 0.38
H -2.083 -9.064 -0.012 0.39
H -0.096 -8.126 -1.131 0.42
H 0.361 -5.707 -1.005 0.49
H 1.378 -2.767 -2.565 0.99
H 1.476 -3.596 -4.879 0.46
H -0.450 -4.828 -5.825 0.39
H -2.512 -5.086 -4.493 0.40
H -2.631 -4.187 -2.215 0.50
H -4.266 0.643 3.258 0.48
H -2.767 0.858 4.193 0.28
H -3.003 -0.606 3.217 0.12
H -3.844 3.224 3.809 0.41
H -5.919 4.440 4.315 0.38
H -7.624 4.770 2.563 0.39
H -7.242 3.875 0.294 0.43
H -5.172 2.609 -0.202 0.60
H -2.792 4.909 0.937 0.49
H -3.169 6.778 -0.610 0.40
H -3.069 6.404 -3.047 0.40
H -2.634 4.129 -3.923 0.55
H -2.299 2.255 -2.381 0.76
O 0.308 -0.264 -3.480 -0.76
H -0.487 0.121 -3.921 0.54
H 0.091 -1.212 -3.430 -0.32
F -1.829 1.050 -4.166 -0.72
Te -3.269 -0.152 -2.767 0.72
F -2.014 -1.419 -3.688 -0.51
F -4.530 -1.707 -3.494 -0.64
F -3.125 -1.633 -1.466 -0.51
F -4.177 0.555 -0.944 -0.63
O -1.683 0.327 -1.800 2.01
C 0.664 3.608 -0.094 -0.58
O 0.574 3.436 -1.495 -0.37
C 0.505 2.248 -2.102 2.00
C 0.794 2.486 -3.550 -1.95
H -0.224 4.138 0.256 0.18
H 1.549 4.225 0.092 0.51
H 0.766 2.650 0.421 0.06
H 1.190 3.493 -3.698 0.49
H -0.127 2.385 -4.128 0.21
H 1.502 1.738 -3.911 0.26
F 2.022 -0.381 -1.579 0.36
C 3.106 -1.052 -0.896 -0.66
F 2.473 -2.198 -0.372 -0.34
C 4.049 -1.503 -1.979 0.75
F 4.453 -0.457 -2.724 -0.27
F 5.170 -2.021 -1.420 -0.34
F 3.671 -2.457 -2.895 -0.27
```

***

A structure of composition C12AlB3O24 at a distorted geometry, computed with ωB97M-V/def2-TZVPD.

Properties
2S+1: 1
LUMO energy: -8.51 eV
F_max: 0.0613 Eh/bohr
energy above the lowest of the compared OMol25 structures with the same formula, charge and spin: 0.00 kcal per mole

```
40
Properties=species:S:1:pos:R:3:mulliken_charge:R:1
Al 9.942 -0.216 27.151 1.03
O 2.398 2.273 27.902 -0.41
C 3.442 2.148 28.493 0.83
O 4.544 2.811 28.318 -0.28
B 5.599 2.277 29.291 0.88
O 4.876 1.243 30.087 -0.48
C 3.699 1.006 29.595 0.43
O 2.843 0.296 29.992 -0.41
O 6.084 3.263 30.249 -0.44
C 7.384 3.083 30.358 0.43
O 8.139 3.641 31.091 -0.53
C 7.852 2.109 29.211 0.64
O 6.752 1.783 28.549 -0.27
O 8.995 1.843 28.939 -0.64
O 11.045 -0.816 24.556 -0.63
C 11.060 -0.947 23.338 0.57
O 10.195 -1.667 22.717 -0.55
B 10.265 -1.405 21.262 0.95
O 11.448 -0.544 21.154 -0.45
C 11.877 -0.184 22.345 0.63
O 12.868 0.464 22.561 -0.56
O 10.205 -2.653 20.483 -0.42
C 9.040 -2.847 19.893 0.58
O 8.660 -3.792 19.285 -0.47
C 8.222 -1.567 20.186 0.66
O 9.025 -0.739 20.846 -0.43
O 7.100 -1.297 19.894 -0.46
O 6.146 0.272 23.282 -0.55
C 6.044 1.214 24.012 0.61
O 5.170 2.176 23.782 -0.56
B 5.171 3.150 24.889 0.90
O 6.400 2.780 25.640 -0.40
C 6.805 1.588 25.307 0.61
O 7.463 0.827 25.967 -0.57
O 3.932 3.037 25.710 -0.40
C 3.196 4.103 25.610 0.87
O 2.107 4.183 26.098 -0.39
C 4.044 5.119 24.676 0.47
O 5.132 4.502 24.385 -0.39
O 3.679 6.201 24.364 -0.40
```